Record 1
Computed, not measured: an isolated molecule of C10H24N2Si, with the ωB97M-V functional and the def2-TZVPD basis.

Values from the calculation:
SMILES: C=C[Si@@](NCC)(N(C)C)C(C)(C)C
Gap between HOMO and LUMO (eV): 9.20
Molecular weight (g mol⁻¹): 200.40
Relative energy (zero: lowest compared OMol25 entry of this formula, charge and spin) (kJ/mol): 275.8
DFT total energy (a.u.): -794.3080
2S+1: 1

Atoms and positions in Å:
C (-1.6537, -2.0044, 2.2864)
C (-1.0381, -0.8978, 1.9432)
Si (-0.4317, -0.2291, 0.3178)
N (1.5653, -0.7428, 0.6193)
C (2.5943, -0.7462, -0.4830)
C (4.0169, -0.9687, -0.0065)
N (-1.2373, -1.0436, -0.9487)
C (-0.4938, -1.4036, -2.1670)
C (-2.6452, -1.2489, -0.7787)
C (-0.5003, 1.7120, 0.3345)
C (0.5534, 2.4100, 1.2326)
C (-0.0483, 1.9391, -1.1115)
C (-1.9618, 2.2550, 0.3953)
H (-1.7689, -2.3075, 3.4251)
H (-2.1394, -2.7494, 1.5670)
H (-0.5909, -0.2372, 2.8049)
H (1.4383, -1.6074, 1.1170)
H (2.4078, 0.1783, -0.8778)
H (2.4435, -1.5038, -1.2374)
H (3.9336, -1.7755, 0.8156)
H (4.6553, -1.2731, -0.9933)
H (4.3713, -0.1079, 0.4943)
H (-0.3778, -2.5953, -2.2497)
H (-0.8550, -1.0536, -3.1721)
H (0.3977, -0.8737, -2.1759)
H (-2.8223, -1.1898, 0.2055)
H (-3.1677, -0.6652, -1.4642)
H (-2.7531, -2.3587, -1.1303)
H (0.3850, 1.9574, 2.2031)
H (1.5957, 2.1029, 0.9408)
H (0.5087, 3.5502, 1.3619)
H (-0.4566, 1.4305, -1.9335)
H (0.9665, 1.8376, -1.2956)
H (-0.1172, 3.0603, -1.4026)
H (-2.5763, 1.6538, -0.1129)
H (-2.2541, 2.2958, 1.4851)
H (-1.9437, 3.2001, -0.0088)

Atomic partial charges in e from the Löwdin method, atoms 1 to 5:
1 C -0.0944
2 C -0.2586
3 Si 0.6532
4 N -0.0701
5 C -0.3839

Record 2
Computed, not measured: a cluster of 2 separate species, C10H24N3O5P in total, with the ωB97M-V functional and the def2-TZVPD basis.

Values from the calculation:
SMILES: CNC(=O)[C@H](CO)NC(C)=O.C[P@@](=O)(O)CCCN
Gap between HOMO and LUMO (eV): 9.70
Molecular weight (g mol⁻¹): 297.29
DFT total energy (a.u.): -1277.3743
2S+1: 1

Atoms and positions in Å:
C (5.6026, 0.0571, 0.0362)
N (4.3079, -0.5128, 0.4010)
C (3.3487, -0.8538, -0.4670)
O (3.4654, -0.6693, -1.6803)
C (2.0685, -1.4752, 0.1224)
C (1.0898, -1.9557, -0.9614)
O (0.7257, -0.9088, -1.8365)
N (1.3885, -0.5621, 1.0505)
C (1.7751, -0.3211, 2.3001)
C (0.9766, 0.6947, 3.0809)
O (2.7423, -0.8734, 2.8141)
H (6.0178, -0.4839, -0.8165)
H (6.2946, -0.0187, 0.8762)
H (5.4786, 1.1058, -0.2388)
H (4.1028, -0.6592, 1.3854)
H (2.3781, -2.3550, 0.6864)
H (0.1932, -2.3599, -0.4896)
H (1.5628, -2.7502, -1.5403)
H (1.5575, -0.5676, -2.2010)
H (0.6197, -0.0053, 0.6764)
H (-0.0680, 0.3896, 3.1000)
H (1.0616, 1.6619, 2.5901)
H (1.3668, 0.7552, 4.0954)
C (-1.5942, 2.5263, -1.9825)
P (-1.7394, 2.0765, -0.2665)
O (-0.5560, 1.3302, 0.2004)
O (-1.6666, 3.3459, 0.6643)
C (-3.2714, 1.1573, -0.0212)
C (-3.2256, -0.2240, -0.6964)
C (-4.4909, -1.0160, -0.3914)
N (-4.3968, -2.3054, -1.0787)
H (-2.5843, 2.5911, -2.4347)
H (-1.0063, 1.7636, -2.4979)
H (-1.0897, 3.4897, -2.0645)
H (-0.7139, 3.3474, 0.8376)
H (-3.4136, 1.0427, 1.0557)
H (-4.0989, 1.7489, -0.4181)
H (-2.3528, -0.7834, -0.3394)
H (-3.1245, -0.1085, -1.7814)
H (-4.5898, -1.1668, 0.6896)
H (-5.3721, -0.4669, -0.7415)
H (-5.2227, -2.8786, -0.9065)
H (-3.5472, -2.8022, -0.8104)

Atomic partial charges in e from the Löwdin method, atoms 1 to 5:
1 C -0.0520
2 N 0.0348
3 C -0.4245
4 O 0.0386
5 C -0.1760

Record 3
Computed, not measured: a structure of composition C10H25ClGaIN2P2, with the ωB97M-V functional and the def2-TZVPD basis.

Values from the calculation:
Gap between HOMO and LUMO (spin up / spin down) (eV): 3.96 / 3.99
Molecular weight (g mol⁻¹): 467.35
Net charge: +2
Relative energy (zero: lowest compared OMol25 entry of this formula, charge and spin) (kJ/mol): 0.0
DFT total energy (a.u.): -3870.3147
2S+1: 1

Atoms and positions in Å:
C (-1.7506, 0.0423, -1.3346)
I (2.7873, -0.0391, 0.4891)
H (-1.7169, 0.1346, -2.4184)
H (-2.2871, 0.8976, -0.9280)
H (-2.2692, -0.8817, -1.0859)
Ga (0.1802, -0.0028, -0.7269)
P (0.4222, 2.3986, -0.7720)
C (0.0733, 3.2725, 0.7767)
C (2.0964, 2.9532, -1.2156)
H (2.0187, 3.9884, -1.5680)
H (-0.4042, 4.2207, -2.0714)
H (2.4756, 2.3023, -2.0078)
H (-0.5061, 2.6608, -2.9651)
H (0.7911, 2.8960, 1.5145)
H (2.7458, 2.8752, -0.3370)
C (-0.6750, 3.1626, -2.0079)
H (0.1890, 4.3489, 0.6755)
H (-1.7180, 3.0412, -1.7010)
H (-0.9684, 3.0513, 1.0354)
P (0.3539, -2.4093, -0.7540)
C (-0.0158, -3.2658, 0.7970)
C (-0.7614, -3.1643, -1.9796)
H (2.4164, -2.3717, -1.9793)
H (1.9097, -4.0448, -1.5441)
H (2.6617, -2.9537, -0.3080)
C (2.0141, -3.0122, -1.1900)
H (-0.6136, -2.6507, -2.9340)
H (-0.4850, -4.2199, -2.0612)
H (0.0680, -4.3462, 0.7107)
H (-1.0481, -3.0055, 1.0547)
H (-1.7993, -3.0539, -1.6503)
H (0.7059, -2.8962, 1.5337)
Cl (0.9694, -0.0169, -2.8824)
N (-1.0476, 0.7130, 3.9341)
C (-1.0914, -0.6767, 4.0252)
C (-0.7459, -1.1006, 2.7524)
N (-0.5240, -0.0067, 1.9260)
C (-0.7040, 1.0767, 2.7018)
H (-1.2297, 1.3515, 4.6744)
H (-1.3067, -1.2714, 4.8575)
H (-0.6259, -2.1676, 2.4796)
H (-0.5847, 2.1704, 2.4844)

Atomic partial charges in e from the Löwdin method, atoms 1 to 5:
1 C -0.1227
2 I 0.6750
3 H 0.0310
4 H 0.0306
5 H 0.0258

Record 4
Computed, not measured: a structure of composition C10H25HgO10, with the ωB97M-V functional and the def2-TZVPD basis.

Values from the calculation:
Gap between HOMO and LUMO (eV): 5.91
Molecular weight (g mol⁻¹): 505.89
Net charge: -1
Relative energy (zero: lowest compared OMol25 entry of this formula, charge and spin) (kJ/mol): 66.8
DFT total energy (a.u.): -1301.7486
2S+1: 1

Atoms and positions in Å:
Hg (0.1092, -0.0687, 0.3475)
C (-0.2425, -4.3590, 0.3059)
C (0.4416, -2.9932, 0.2139)
O (0.4161, -2.5301, -0.9778)
O (0.6126, -2.2676, 1.2183)
H (-1.0469, -4.5505, -0.4042)
H (-0.6001, -4.4413, 1.3323)
H (0.5063, -5.1471, 0.2253)
C (3.9600, 1.1560, -1.0342)
C (3.0863, 0.2584, -1.7261)
O (1.9532, 0.0965, -1.1855)
O (3.5572, -0.6551, -2.4507)
H (5.0321, 0.9720, -0.9650)
H (3.6636, 1.3338, -0.0005)
H (3.9106, 2.1263, -1.5284)
C (-2.2863, 0.8556, -3.7525)
C (-1.3340, 0.1774, -2.7521)
O (-1.3643, 0.4420, -1.5341)
O (-0.4179, -0.4699, -3.2518)
H (-3.3022, 0.4616, -3.7223)
H (-2.0347, 0.8605, -4.8131)
H (-2.3323, 1.8905, -3.4136)
C (2.8105, 0.1159, 2.3266)
O (1.4380, 0.4570, 2.2483)
H (3.1163, -0.1466, 3.3393)
H (2.9874, -0.8404, 1.8343)
H (3.4506, 0.8937, 1.9103)
H (1.2980, 1.1779, 2.8667)
C (-3.1999, -2.0707, -0.3733)
O (-2.4383, -1.5969, 0.7192)
H (-4.0350, -1.4049, -0.5914)
H (-2.6062, -2.1810, -1.2807)
H (-3.6901, -3.0304, -0.2097)
H (-2.8382, -1.9893, 1.4988)
C (-2.4806, 1.4814, 1.6171)
O (-1.3413, 0.7695, 2.0636)
H (-2.8185, 2.2126, 2.3515)
H (-2.2548, 2.0900, 0.7415)
H (-3.3113, 0.7830, 1.5164)
H (-1.4334, 0.8614, 3.0148)
C (0.9483, 3.2448, 1.0606)
O (0.3652, 2.5278, 0.0118)
H (2.0030, 3.0511, 1.2562)
H (0.9774, 4.2886, 0.7481)
H (0.3850, 3.0901, 1.9809)
H (0.3802, 3.0670, -0.7823)

Atomic partial charges in e from the Löwdin method, atoms 1 to 5:
1 Hg 1.2834
2 C -0.0338
3 C -0.7227
4 O -0.0547
5 O -0.1182

Record 5
Computed, not measured: a structure of composition C10H26CdClHgN2O3, with the ωB97M-V functional and the def2-TZVPD basis.

Values from the calculation:
Gap between HOMO and LUMO (eV): 3.52
Molecular weight (g mol⁻¹): 570.78
Net charge: +3
DFT total energy (a.u.): -1512.0083
2S+1: 1

Atoms and positions in Å:
Hg (2.3469, 4.7189, 1.6359)
Cd (0.2236, 0.5445, 0.3013)
Cl (0.6846, 2.5020, 1.7286)
C (2.1167, -1.1828, 2.2928)
O (1.8935, -0.5244, 1.0366)
C (3.0367, -0.4062, 0.1660)
C (2.7049, 0.1779, -1.2288)
N (1.5793, 1.1578, -1.2317)
C (0.9649, 1.3924, -2.5433)
C (-0.4778, 1.9556, -2.3975)
O (-1.0124, 1.7386, -1.0704)
C (-2.3398, 2.3053, -0.9722)
H (1.1094, -1.3562, 2.6675)
H (2.7221, -0.5843, 2.9720)
H (2.5574, -2.1652, 2.1181)
H (3.5706, -1.3576, 0.1295)
H (3.7402, 0.2313, 0.7166)
H (2.4162, -0.6890, -1.8248)
H (3.5909, 0.6353, -1.6688)
H (2.0486, 1.9837, -0.8719)
H (0.9191, 0.4603, -3.1120)
H (1.6096, 1.9844, -3.1962)
H (-1.0946, 1.6506, -3.2427)
H (-0.3772, 3.0374, -2.5275)
H (-2.7787, 1.9316, -0.0462)
H (-2.9526, 1.9903, -1.8133)
H (-2.2787, 3.3848, -0.8355)
C (-2.1024, -3.0240, -0.6805)
C (-1.6698, -1.5802, -0.2343)
C (-1.7574, -1.4682, 1.3212)
O (-1.1897, -0.2015, 1.7346)
C (-1.5995, 0.1750, 3.0812)
N (-0.2831, -1.4526, -0.6370)
H (-3.0813, -3.2678, -0.2626)
H (-1.4849, -3.8841, -0.4102)
H (-2.1612, -3.0252, -1.7692)
H (-2.1714, -0.9069, -0.9314)
H (-1.2532, -2.3131, 1.7962)
H (-2.7946, -1.5059, 1.6569)
H (-2.6821, 0.2797, 3.0652)
H (-1.1040, 1.0789, 3.4267)
H (-1.2927, -0.5733, 3.8141)
H (0.1922, -2.3537, -0.5118)
H (-0.0887, -1.4944, -1.6414)

Atomic partial charges in e from the Löwdin method, atoms 1 to 5:
1 Hg 1.1763
2 Cd 1.3044
3 Cl 0.0074
4 C -0.0258
5 O -0.3986

Please write out number 5 again, unchanged.
Computed, not measured: a structure of composition C10H26CdClHgN2O3, with the ωB97M-V functional and the def2-TZVPD basis.

Values from the calculation:
Gap between HOMO and LUMO (eV): 3.52
Molecular weight (g mol⁻¹): 570.78
Net charge: +3
DFT total energy (a.u.): -1512.0083
2S+1: 1

Atoms and positions in Å:
Hg (2.3469, 4.7189, 1.6359)
Cd (0.2236, 0.5445, 0.3013)
Cl (0.6846, 2.5020, 1.7286)
C (2.1167, -1.1828, 2.2928)
O (1.8935, -0.5244, 1.0366)
C (3.0367, -0.4062, 0.1660)
C (2.7049, 0.1779, -1.2288)
N (1.5793, 1.1578, -1.2317)
C (0.9649, 1.3924, -2.5433)
C (-0.4778, 1.9556, -2.3975)
O (-1.0124, 1.7386, -1.0704)
C (-2.3398, 2.3053, -0.9722)
H (1.1094, -1.3562, 2.6675)
H (2.7221, -0.5843, 2.9720)
H (2.5574, -2.1652, 2.1181)
H (3.5706, -1.3576, 0.1295)
H (3.7402, 0.2313, 0.7166)
H (2.4162, -0.6890, -1.8248)
H (3.5909, 0.6353, -1.6688)
H (2.0486, 1.9837, -0.8719)
H (0.9191, 0.4603, -3.1120)
H (1.6096, 1.9844, -3.1962)
H (-1.0946, 1.6506, -3.2427)
H (-0.3772, 3.0374, -2.5275)
H (-2.7787, 1.9316, -0.0462)
H (-2.9526, 1.9903, -1.8133)
H (-2.2787, 3.3848, -0.8355)
C (-2.1024, -3.0240, -0.6805)
C (-1.6698, -1.5802, -0.2343)
C (-1.7574, -1.4682, 1.3212)
O (-1.1897, -0.2015, 1.7346)
C (-1.5995, 0.1750, 3.0812)
N (-0.2831, -1.4526, -0.6370)
H (-3.0813, -3.2678, -0.2626)
H (-1.4849, -3.8841, -0.4102)
H (-2.1612, -3.0252, -1.7692)
H (-2.1714, -0.9069, -0.9314)
H (-1.2532, -2.3131, 1.7962)
H (-2.7946, -1.5059, 1.6569)
H (-2.6821, 0.2797, 3.0652)
H (-1.1040, 1.0789, 3.4267)
H (-1.2927, -0.5733, 3.8141)
H (0.1922, -2.3537, -0.5118)
H (-0.0887, -1.4944, -1.6414)

Atomic partial charges in e from the Löwdin method, atoms 1 to 5:
1 Hg 1.1763
2 Cd 1.3044
3 Cl 0.0074
4 C -0.0258
5 O -0.3986

- Among the records above, which one has the highest molecular weight?
  C10H26CdClHgN2O3

Repeat the fourth record exactly.
Computed, not measured: a structure of composition C10H25HgO10, with the ωB97M-V functional and the def2-TZVPD basis.

Values from the calculation:
Gap between HOMO and LUMO (eV): 5.91
Molecular weight (g mol⁻¹): 505.89
Net charge: -1
Relative energy (zero: lowest compared OMol25 entry of this formula, charge and spin) (kJ/mol): 66.8
DFT total energy (a.u.): -1301.7486
2S+1: 1

Atoms and positions in Å:
Hg (0.1092, -0.0687, 0.3475)
C (-0.2425, -4.3590, 0.3059)
C (0.4416, -2.9932, 0.2139)
O (0.4161, -2.5301, -0.9778)
O (0.6126, -2.2676, 1.2183)
H (-1.0469, -4.5505, -0.4042)
H (-0.6001, -4.4413, 1.3323)
H (0.5063, -5.1471, 0.2253)
C (3.9600, 1.1560, -1.0342)
C (3.0863, 0.2584, -1.7261)
O (1.9532, 0.0965, -1.1855)
O (3.5572, -0.6551, -2.4507)
H (5.0321, 0.9720, -0.9650)
H (3.6636, 1.3338, -0.0005)
H (3.9106, 2.1263, -1.5284)
C (-2.2863, 0.8556, -3.7525)
C (-1.3340, 0.1774, -2.7521)
O (-1.3643, 0.4420, -1.5341)
O (-0.4179, -0.4699, -3.2518)
H (-3.3022, 0.4616, -3.7223)
H (-2.0347, 0.8605, -4.8131)
H (-2.3323, 1.8905, -3.4136)
C (2.8105, 0.1159, 2.3266)
O (1.4380, 0.4570, 2.2483)
H (3.1163, -0.1466, 3.3393)
H (2.9874, -0.8404, 1.8343)
H (3.4506, 0.8937, 1.9103)
H (1.2980, 1.1779, 2.8667)
C (-3.1999, -2.0707, -0.3733)
O (-2.4383, -1.5969, 0.7192)
H (-4.0350, -1.4049, -0.5914)
H (-2.6062, -2.1810, -1.2807)
H (-3.6901, -3.0304, -0.2097)
H (-2.8382, -1.9893, 1.4988)
C (-2.4806, 1.4814, 1.6171)
O (-1.3413, 0.7695, 2.0636)
H (-2.8185, 2.2126, 2.3515)
H (-2.2548, 2.0900, 0.7415)
H (-3.3113, 0.7830, 1.5164)
H (-1.4334, 0.8614, 3.0148)
C (0.9483, 3.2448, 1.0606)
O (0.3652, 2.5278, 0.0118)
H (2.0030, 3.0511, 1.2562)
H (0.9774, 4.2886, 0.7481)
H (0.3850, 3.0901, 1.9809)
H (0.3802, 3.0670, -0.7823)

Atomic partial charges in e from the Löwdin method, atoms 1 to 5:
1 Hg 1.2834
2 C -0.0338
3 C -0.7227
4 O -0.0547
5 O -0.1182